This record from the Open Molecules 2025 dataset describes a cluster of 2 separate species, C2H8OS2 in total. The level of theory is ωB97M-V/def2-TZVPD.

CARTESIAN COORDINATES (ANGSTROEM)
C (0.084967, -0.852251, 2.616582)
S (1.116413, -0.491169, 1.120033)
S (0.964547, 0.899315, -0.382922)
C (1.673089, 2.374608, 0.491685)
H (0.617727, -0.720652, 3.668628)
H (-0.854302, -0.250660, 2.685007)
H (-0.255611, -1.956178, 2.577563)
H (2.276075, 2.856593, -0.249702)
H (0.877167, 3.064281, 0.761151)
H (2.252249, 2.243825, 1.421676)
H (-2.410196, -1.827325, -4.668706)
H (-3.336010, -2.760208, -5.464733)
O (-3.006110, -2.580184, -4.576261)

Force components x, y, z for each atom (eV/Å):
C -1.527 -0.215 1.725
S 1.484 -1.746 0.391
S -0.387 0.776 2.037
C -0.594 0.217 0.013
H -0.566 0.017 -2.543
H 0.715 -0.391 -0.165
H 0.713 1.761 -0.270
H 0.527 0.405 -0.368
H -0.228 -0.033 -0.136
H -0.136 -0.790 -0.686
H -0.108 -0.130 -0.031
H 0.093 0.077 0.141
O 0.014 0.052 -0.107

Calculated values
HOMO energy ... -8.6452 eV
DFT total energy ... -25920.471 eV
SMILES ... CSSC.O
Frontier orbital gap ... 9.0 eV
2S+1 ... 1